Entry 1:
Entry from the OMol25 dataset: C4H12N2O in the gas phase (wB97M-V/def2-TZVPD).

The geometry in XYZ format:
```
19
Properties=species:S:1:pos:R:3:lowdin_charge:R:1
C 0.6126 1.1443 -1.3253 -0.08
C 0.8210 0.5475 0.0737 -0.44
C -0.4269 1.0439 0.7546 -0.34
N -0.5909 2.4789 0.7521 0.02
N 0.8174 -0.8742 0.1123 -0.02
C -0.5197 -1.4922 -0.1193 -0.27
O -0.4548 -2.9260 -0.2011 -0.07
H 0.9051 0.3731 -2.0092 0.05
H 1.2983 2.0900 -1.4197 0.11
H -0.4809 1.4247 -1.6006 0.10
H 1.6272 0.9784 0.7105 0.15
H -0.4285 0.5845 1.7748 0.13
H -1.3563 0.5319 0.4353 0.10
H -1.4949 2.6780 0.3726 0.06
H -0.6082 2.8749 1.6650 0.06
H 1.4512 -1.1237 -0.6364 0.11
H -1.0796 -1.3414 0.7787 0.09
H -1.0501 -1.0676 -1.0192 0.14
H 0.3470 -3.2883 0.2043 0.09
```

Electronic energy = -9368.6123 eV
HOMO = -9.15 eV
Energy relative to the best compared isomer or geometry (same formula, charge and spin) = 59.5 kcal per mole
SMILES = C[C@@H](CN)NCO
Orbital gap = 10.06 eV
Spin multiplicity = 1



Entry 2:
Entry from the OMol25 dataset: C4H8O2S in the gas phase (wB97M-V/def2-TZVPD).

The geometry in XYZ format:
```
15
Properties=species:S:1:pos:R:3:lowdin_charge:R:1
O 1.5191 -1.2856 0.3872 0.06
C 0.8206 -0.2881 0.4657 -0.39
C 0.1284 -0.0253 1.8138 -0.20
O -0.8793 0.9516 1.8919 -0.07
C 0.4575 0.7160 -0.6246 -0.20
C -0.6394 0.0863 -1.4655 -0.54
S 0.0131 -1.1944 -2.6120 0.71
H -0.2150 -1.0089 2.1517 0.13
H 0.9150 0.2837 2.5545 0.15
H -1.6463 0.6843 1.3287 0.11
H 0.1600 1.6536 -0.0858 0.13
H 1.3254 0.8843 -1.2222 0.10
H -1.0711 0.8513 -2.1209 0.07
H -1.4064 -0.3009 -0.8099 0.07
H 0.5183 -2.0078 -1.6526 -0.14
```

Electronic energy = -19207.2047 eV
HOMO = -9.27 eV
Energy relative to the best compared isomer or geometry (same formula, charge and spin) = 27.5 kcal per mole
SMILES = O=C(CO)CCS
Orbital gap = 9.74 eV
Spin multiplicity = 1



Entry 3:
Entry from the OMol25 dataset: C3H6N2O3 in the gas phase (wB97M-V/def2-TZVPD).

The geometry in XYZ format:
```
14
Properties=species:S:1:pos:R:3:lowdin_charge:R:1
C -1.5677 1.2811 0.4248 0.01
C -0.5676 0.3299 -0.0907 -0.34
N -0.6502 -0.9407 -0.3004 0.02
O -1.8812 -1.3929 0.1339 -0.10
O 0.6351 0.9624 -0.4762 -0.03
N 1.6579 0.1270 -0.8942 -0.01
C 2.4982 -0.4820 0.0314 -0.32
O 2.5128 -0.1833 1.2050 0.04
H -1.2507 2.2858 0.2881 0.07
H -1.8164 1.0628 1.5001 0.12
H -2.5273 1.1607 -0.0747 0.09
H -1.6807 -2.4079 0.3674 0.17
H 1.4971 -0.5239 -1.6922 0.15
H 3.1407 -1.2791 -0.4224 0.14
```

Electronic energy = -12327.3500 eV
HOMO = -9.46 eV
Energy relative to the best compared isomer or geometry (same formula, charge and spin) = 112.5 kcal per mole
SMILES = C/C(=N\O)ONC=O
Orbital gap = 10.20 eV
Spin multiplicity = 1



Entry 4:
Entry from the OMol25 dataset: a 3-piece molecular cluster, C17H40O12P2 overall (wB97M-V/def2-TZVPD).

The geometry in XYZ format:
```
71
Properties=species:S:1:pos:R:3:lowdin_charge:R:1
C 0.7747 -0.4200 -7.1816 -0.08
C -0.3158 0.6079 -6.9407 -0.29
O -0.1627 1.2401 -5.6758 -0.22
P 0.6697 2.6759 -5.5268 0.71
O 0.0277 3.3914 -6.7179 -0.25
O -0.2664 3.3694 -4.3505 -0.23
C -0.8942 4.6274 -4.5715 -0.30
C -2.3123 4.4354 -5.0814 -0.08
O 1.5157 1.9705 -4.2208 -0.21
C 2.5043 0.9830 -4.4484 -0.30
C 3.6032 1.4535 -5.3789 -0.08
H 1.7529 0.0603 -7.2373 0.06
H 0.6005 -0.9497 -8.1203 0.08
H 0.8073 -1.1504 -6.3707 0.08
H -0.3355 1.3257 -7.7620 0.10
H -1.2853 0.1025 -6.9295 0.12
H -0.3025 5.2445 -5.2514 0.10
H -0.9250 5.1543 -3.6141 0.11
H -2.3579 3.7321 -5.9157 0.07
H -2.7405 5.3872 -5.4041 0.08
H -2.9447 4.0195 -4.2921 0.08
H 2.0351 0.0655 -4.8051 0.10
H 2.9437 0.7413 -3.4760 0.12
H 3.2040 1.8015 -6.3364 0.06
H 4.3098 0.6424 -5.5705 0.09
H 4.1472 2.2907 -4.9343 0.08
C -0.1123 -2.3442 4.0005 -0.08
C -0.7923 -3.5798 4.5611 -0.29
O -1.9614 -3.2363 5.2904 -0.22
P -3.4629 -3.2132 4.5733 0.71
O -3.3425 -4.5470 3.8313 -0.25
O -4.3514 -3.7770 5.8517 -0.23
C -5.1478 -4.9485 5.7202 -0.30
C -4.3771 -6.1740 6.1805 -0.08
O -3.6824 -1.6818 5.2946 -0.20
C -2.9945 -0.5456 4.8031 -0.30
C -3.2541 -0.2842 3.3355 -0.08
H -0.7531 -1.8527 3.2667 0.06
H 0.8258 -2.6116 3.5095 0.08
H 0.1021 -1.6236 4.7924 0.08
H -0.9959 -4.2857 3.7544 0.10
H -0.1157 -4.0766 5.2620 0.12
H -5.5085 -5.0618 4.6953 0.10
H -6.0306 -4.8208 6.3524 0.11
H -3.3825 -6.2268 5.7326 0.07
H -4.9200 -7.0892 5.9328 0.08
H -4.2268 -6.1413 7.2633 0.08
H -1.9295 -0.6395 5.0179 0.09
H -3.3463 0.3144 5.3801 0.13
H -3.0125 -1.1528 2.7151 0.07
H -2.6588 0.5647 2.9909 0.08
H -4.3107 -0.0570 3.1727 0.08
O 5.8031 0.0847 3.2467 0.12
C 5.8670 0.7991 2.2404 -0.46
O 6.6347 0.3889 1.0999 0.05
O 5.1611 2.0401 2.1067 -0.03
C 4.1995 1.7752 1.0277 -0.19
C 2.9853 2.8139 0.9936 -0.14
C 1.6892 1.9840 0.4786 -0.18
C 1.0373 1.1549 1.6918 -0.23
O -0.1133 0.4442 1.1073 -0.13
H 6.1252 -0.3852 0.7491 0.13
H 3.7759 0.7200 1.2417 0.12
H 4.6922 1.6933 -0.0054 0.14
H 2.7751 3.3033 2.0141 0.13
H 3.2060 3.5949 0.1798 0.12
H 2.0729 1.1959 -0.2765 0.11
H 0.9479 2.6298 -0.0933 0.12
H 1.7994 0.3742 2.0485 0.11
H 0.7560 1.7872 2.5946 0.13
H 0.2741 -0.1081 0.3884 0.09
```

Electronic energy = -61422.2976 eV
HOMO = -10.01 eV
SMILES = CCOP(=O)(OCC)OCC.CCOP(=O)(OCC)OCC.O=C(O)OCCCCO
Orbital gap = 8.52 eV
Spin multiplicity = 1